[1]
A 5-piece molecular cluster, C31H36F30N2O13PS2 overall. Source: the OMol25 dataset; level of theory: ωB97M-V/def2-TZVPD.

Geometry as XYZ:
```
115
Properties=species:S:1:pos:R:3
O 0.432 2.548 1.079
C 3.065 -2.369 0.864
S -0.666 2.099 2.074
O -1.202 3.398 2.771
H -9.126 8.104 -1.605
H 6.515 -2.139 3.069
O -0.744 -9.973 -1.894
H -1.920 4.259 -3.082
C 3.236 -1.040 -0.064
C -1.937 1.028 -0.371
H 3.918 5.612 3.492
O 8.545 -2.272 3.262
F -0.286 -1.643 -1.608
O 9.658 -3.795 1.956
C -1.767 -11.954 -1.046
H 5.196 5.214 2.347
F 12.075 -2.726 2.904
F -8.293 4.160 -5.026
C 4.368 5.906 2.538
C -0.705 -4.281 0.501
H 0.770 1.657 4.064
F 4.912 -2.296 -1.679
C 0.631 -8.219 -0.934
H 7.788 -4.874 3.621
F 2.959 -1.313 -2.669
C 9.672 -2.827 2.710
C -2.617 3.485 -0.486
F 2.808 -1.831 2.256
F -2.263 -12.540 0.081
C 10.916 -2.045 3.131
O 4.966 5.613 -0.080
H 5.325 7.656 1.690
H -2.442 -1.752 0.696
H 0.877 -7.155 -0.986
O -5.458 5.271 0.079
F 2.059 4.202 -0.624
H -3.087 4.291 -1.202
H 7.080 -3.823 4.842
H 6.048 -4.522 3.570
F -0.316 -5.741 0.542
O -4.222 5.060 2.349
F 0.681 -3.814 2.499
F 1.881 -3.567 -1.124
C 7.297 -2.888 2.905
C 7.033 -4.097 3.782
C 0.159 0.959 3.323
H -9.517 9.687 -2.306
F -6.334 3.516 1.838
F 10.918 -1.731 4.459
F -0.614 -4.733 -2.096
H 5.566 7.464 3.438
H -1.733 3.962 0.115
H -1.410 -8.000 -1.651
H 4.003 8.021 2.792
F -0.618 -12.626 -1.345
F 2.930 5.641 -2.013
F 0.039 -1.877 1.293
H -0.376 1.420 -3.040
F -6.703 4.974 -3.774
F -1.860 -4.181 1.470
H 0.899 0.238 2.760
N -0.957 3.895 -3.265
H -0.846 0.629 -0.537
H -10.438 7.831 -3.752
F -2.648 -12.244 -2.046
F 1.578 6.322 -0.445
O 3.346 5.776 1.538
H 0.360 -8.463 0.098
H -3.664 -2.250 -0.645
F 11.031 -0.863 2.461
N -2.103 2.260 -1.260
H -4.090 0.121 -0.629
C -3.849 2.919 0.462
F -2.692 -4.593 -0.971
P -0.648 2.621 -2.263
O -3.401 2.047 1.558
H -2.282 0.239 1.744
F 4.110 -0.090 0.724
O -8.561 6.936 -4.011
F 2.454 -4.803 0.820
H -7.885 8.995 -2.477
H -4.550 2.288 -0.260
C -8.955 8.762 -2.462
C -2.964 -0.108 -0.955
C -8.021 4.624 -3.772
C -9.374 8.092 -3.758
H -2.999 -0.135 -2.145
C -1.548 -10.449 -0.891
F 4.686 0.072 -1.787
C -0.497 -8.558 -1.889
F -2.183 -2.482 -2.762
H 0.511 2.989 -1.489
O -2.044 -9.742 -0.018
F 4.341 -3.160 1.047
C -2.174 1.309 1.225
C 2.597 5.453 -0.704
C 3.931 -1.209 -1.516
C 1.940 -3.454 0.368
O -9.906 5.699 -2.623
C -8.939 5.780 -3.375
H -9.216 8.781 -4.594
H -2.875 2.045 -1.960
H -0.209 -8.282 -2.909
C -1.301 -3.991 -0.970
F -8.125 3.551 -2.938
H 7.276 -3.148 1.841
S -4.917 4.294 1.181
C -2.657 -1.646 -0.449
H 1.527 -8.802 -1.174
C -1.523 -2.429 -1.403
H -0.699 0.405 3.897
C 3.782 5.631 0.245
C 4.847 7.343 2.624
F 1.953 -0.290 -0.269
C 0.463 -3.313 1.084
```

Summary:
Frontier orbital gap   8.55 eV
Charge   +1
Energy   -174787.610 eV

Mulliken population analysis, charges in e, atoms 1 to 5: number 1, O, carries -0.49; number 2, C, carries 0.31; number 3, S, carries 0.98; number 4, O, carries -0.61; number 5, H, carries 0.31

---

[2]
C31H36FN5O4SeSi2Ti as an isolated structure. Source: the OMol25 dataset; level of theory: ωB97M-V/def2-TZVPD.

Geometry as XYZ:
```
81
Properties=species:S:1:pos:R:3
H -1.338 3.667 2.123
N -3.584 -4.226 4.203
H 4.446 -2.504 -4.148
C 2.975 3.371 4.509
H -5.905 1.309 0.279
C -1.317 -2.368 1.870
H -4.328 0.475 0.288
H -7.052 -0.896 -3.861
N 0.735 -0.596 -2.145
C 2.965 -0.199 -3.882
H 3.312 2.613 5.211
H 0.650 -2.237 2.705
C -6.507 0.082 -1.967
C -1.817 -3.112 2.975
H 2.799 3.177 -0.419
H 3.769 4.999 5.670
H 0.988 -0.062 4.559
Ti -0.310 -0.706 -0.479
H -1.522 3.221 0.417
H -5.053 -3.632 2.074
C -6.346 -0.413 -3.208
H 3.829 -0.009 -4.509
C 0.455 0.605 3.878
C 1.721 3.302 -0.536
C 2.816 5.694 3.878
H -0.688 -3.108 -1.674
O -4.736 -4.649 4.242
Si 1.625 1.372 2.599
C 1.996 0.822 -3.648
C -0.896 3.762 1.128
O 0.610 -1.199 0.913
C -2.281 -2.070 0.813
C -4.038 -3.274 2.002
C -3.585 -2.549 0.916
H -0.019 1.394 4.467
H -4.196 -1.757 -4.695
C 1.334 -2.882 -1.908
C 2.183 -3.990 -2.102
C 3.302 -3.829 -2.895
H 1.371 2.566 -1.260
C 2.751 -1.472 -3.311
C -4.369 0.435 -2.551
H 3.033 6.737 4.085
Se -2.676 1.119 -2.591
H -1.149 -3.352 3.791
H -4.260 -2.327 0.095
N -5.296 0.603 -1.568
N -5.033 -0.191 -3.575
F -0.462 1.058 -0.112
C 3.116 0.255 2.240
H 3.572 -0.111 3.163
H 0.197 -3.653 -0.390
H -7.376 0.108 -1.334
C -4.978 1.150 -0.270
O -2.820 -4.394 5.149
H 2.099 1.786 -4.135
H 1.961 -4.937 -1.621
C 3.238 4.712 4.768
H -3.432 -0.166 -4.857
N 0.138 -2.939 -1.106
C 1.833 4.005 2.468
C 0.939 0.613 -2.829
Si 0.857 3.036 1.122
H -5.001 -0.482 -5.641
H -0.325 0.024 3.385
H 1.528 4.299 -0.940
C 2.277 3.009 3.362
C 3.574 -2.606 -3.509
O -1.935 -1.359 -0.276
H 0.168 1.359 -2.686
H -4.449 2.095 -0.394
H 3.982 -4.663 -3.044
H 1.779 6.114 2.043
C -4.385 -0.684 -4.764
C 2.113 5.342 2.731
H 2.803 -0.599 1.640
C 1.612 -1.641 -2.458
H 3.879 0.799 1.679
C 0.015 -1.958 1.869
C -3.134 -3.537 3.052
H -0.893 4.821 0.860
```

Summary:
Frontier orbital gap   2.62 eV
Charge   -2
Energy   -155307.059 eV

Mulliken population analysis, charges in e, atoms 1 to 5: number 1, H, carries 0.34; number 2, N, carries 1.00; number 3, H, carries 0.33; number 4, C, carries -0.75; number 5, H, carries 0.30

---

[3]
C31H37IN4O2PdSi2 as an isolated structure. Source: the OMol25 dataset; level of theory: ωB97M-V/def2-TZVPD.

Geometry as XYZ:
```
78
Properties=species:S:1:pos:R:3
H -2.111 5.763 -1.458
C -2.765 3.721 -1.283
C 3.100 -1.152 -1.151
C -0.279 -0.918 -4.223
H -0.948 3.412 3.714
Si -2.102 1.367 2.858
H -4.249 2.323 2.092
H 2.607 -1.564 1.739
H -1.423 1.297 5.309
I -5.158 -1.435 -0.809
H 5.083 1.304 -0.746
H -2.068 3.827 2.407
H -3.779 3.957 -1.591
C -1.971 -2.789 0.211
H -2.336 -1.749 3.879
C 1.860 1.397 2.207
H -0.508 3.122 2.030
C -0.457 -1.118 -2.722
H 0.741 2.821 -0.198
H 0.217 -1.056 4.853
C -0.247 3.135 -0.516
H 2.877 1.084 1.956
C -0.744 0.322 -6.236
H 6.517 -1.279 -0.810
H -1.858 -2.977 -0.846
C -0.987 0.107 2.058
H 1.912 2.069 3.068
C 0.921 -0.308 4.479
H 1.301 -2.298 -6.889
C 2.807 -2.504 -1.313
H 1.934 -0.645 4.724
C 5.494 -1.611 -0.943
Pd -1.130 0.238 -0.077
H -1.244 1.144 -6.735
H 5.985 -3.685 -1.036
H 1.778 -2.801 -1.488
H -2.946 -4.618 0.733
H -1.506 0.815 -4.270
C -3.836 1.312 2.149
H 0.736 0.626 5.014
C -2.337 1.126 4.738
H -3.090 1.843 5.083
C 3.866 -3.391 -1.270
C 5.186 -2.953 -1.078
C -0.902 0.146 -4.869
C 0.053 -0.553 -6.966
H 3.678 -4.451 -1.389
C 1.534 -1.685 1.909
C 3.000 0.964 -1.018
N 2.234 -0.068 -1.142
H 0.251 5.198 -0.804
O -0.194 -2.236 -2.255
H 1.077 -1.981 0.965
H 1.457 1.957 1.365
O -0.831 -0.073 -2.125
H -3.880 0.889 1.142
H 1.391 -2.499 2.626
N -1.482 -1.635 0.647
C -1.604 -1.242 1.926
C -1.835 4.737 -1.223
H -2.705 0.126 4.982
Si 0.770 -0.103 2.592
C -2.477 2.365 -0.947
C -1.330 3.093 2.740
C -2.549 -3.682 1.099
C 0.505 -1.797 -4.958
C -2.681 -3.311 2.426
H -4.490 0.710 2.787
H 2.664 1.990 -0.994
N 4.340 0.656 -0.926
C 4.426 -0.721 -0.995
H -3.166 -3.977 3.131
C 0.681 -1.612 -6.323
C -2.219 -2.075 2.854
H 0.964 -2.627 -4.436
N -1.183 2.184 -0.558
H 0.182 -0.410 -8.033
C -0.524 4.442 -0.845
```

Summary:
Frontier orbital gap   5.10 eV
Charge   -2
Energy   -70142.315 eV

Mulliken population analysis, charges in e, atoms 1 to 5: number 1, H, carries 0.35; number 2, C, carries -0.68; number 3, C, carries 0.12; number 4, C, carries 0.00; number 5, H, carries 0.37